1.
The following is a DFT calculation (ωB97M-V/def2-TZVPD) of a cluster of 2 separate species, C3H7NSi in total.

Last column: natural (NBO) charge in e.
Element x y z (Å)
C 0.585 -2.198 -1.089  -0.12
C 0.173 1.760 0.188  -0.59
C -0.642 0.423 -0.118  -0.93
N 0.955 -2.840 -1.966  -0.31
Si 0.134 -1.160 0.515  1.05
H -0.375 2.635 -0.443  0.22
H 0.270 2.017 1.206  0.20
H 1.299 1.656 -0.159  0.20
H -0.775 0.557 -1.243  0.27
H -1.556 0.735 0.247  0.25
H -1.237 -2.644 1.145  -0.15
H 1.168 -0.939 1.717  -0.10

Computed properties:
Energy relative to the best compared isomer or geometry (same formula, charge and spin) ... 2.745 eV
E ... -12588.974 eV
HOMO energy ... -10.2 eV

---

2.
The following is a DFT calculation (ωB97M-V/def2-TZVPD) of a structure of composition C12H27ClIO2P2Tc.

Last column: natural (NBO) charge in e.
Element x y z (Å)
C -0.701 2.178 -2.511  -0.64
C -1.459 1.263 -3.755  0.57
H -1.076 3.167 -2.228  0.31
H 0.427 2.378 -2.784  0.28
H -0.797 1.593 -1.565  0.23
O -1.799 1.851 -4.751  -0.33
I -3.054 -0.602 -4.478  0.57
Tc 1.629 -0.155 0.127  0.41
P 1.863 -0.371 -2.026  1.18
C 0.832 -1.002 -3.406  -0.91
C 2.732 0.917 -2.979  -0.92
H 3.813 -1.718 -1.205  0.29
H 3.467 -1.908 -2.936  0.30
H 2.498 -2.711 -1.718  0.28
C 3.017 -1.785 -1.959  -0.97
H 3.429 1.485 -2.344  0.30
H 3.223 0.436 -3.834  0.29
H 1.404 -1.009 -4.348  0.30
H 0.065 -0.221 -3.499  0.21
H 1.988 1.585 -3.418  0.24
H 0.378 -2.000 -3.271  0.28
C -0.129 -0.747 -0.616  0.49
O -1.219 -0.711 -1.128  -0.49
Cl 3.339 1.365 0.981  -0.33
C -1.952 1.955 1.368  -0.62
C -0.639 1.566 2.070  -0.62
P -0.051 -0.271 1.877  1.12
C 0.655 -1.373 3.195  -0.67
C 0.172 -1.007 4.609  -0.63
C -1.818 -1.053 1.819  -0.64
C -2.726 -0.927 3.054  -0.63
H -1.901 1.729 0.290  0.19
H -1.980 3.055 1.472  0.28
H -2.847 1.485 1.809  0.25
H 0.275 2.124 1.740  0.26
H -0.767 1.585 3.169  0.28
H 0.400 -2.403 2.825  0.28
H 1.753 -1.283 3.023  0.25
H -0.469 -1.841 4.934  0.26
H 1.074 -1.087 5.229  0.28
H -0.306 -0.002 4.679  0.23
H -2.259 -0.556 0.954  0.23
H -1.611 -2.089 1.480  0.24
H -2.924 0.104 3.440  0.24
H -3.674 -1.422 2.790  0.28
H -2.277 -1.567 3.823  0.23

Computed properties:
⟨S²⟩ ... 3.81
Energy relative to the best compared isomer or geometry (same formula, charge and spin) ... 1.701 eV
Total charge ... +3
E ... -58341.554 eV
HOMO energy (alpha / beta) ... -19.4 / -19.1 eV
Spin multiplicity ... 4

---

3.
The following is a DFT calculation (ωB97M-V/def2-TZVPD) of the molecule C5H4Br2N2O.

Last column: natural (NBO) charge in e.
Element x y z (Å)
C 0.841 -0.571 0.660  -0.49
C -0.295 -1.518 0.655  -0.17
C 0.757 0.699 0.310  0.51
C -1.493 -1.264 0.141  0.08
C -2.663 0.689 0.615  0.07
N -1.905 0.036 -0.159  -0.24
N 0.579 1.877 0.486  -0.61
O -1.314 0.293 -1.479  -0.59
Br -2.957 -2.556 0.039  0.06
Br -3.021 2.500 0.115  -0.01
H 1.877 -0.909 0.870  0.26
H -0.192 -2.477 1.013  0.24
H 0.150 2.550 -0.168  0.41
H -1.798 1.108 -1.982  0.50

Computed properties:
Energy relative to the best compared isomer or geometry (same formula, charge and spin) ... 4.129 eV
E ... -150356.126 eV
HOMO energy ... -8.4 eV

---

4.
The following is a DFT calculation (ωB97M-V/def2-TZVPD) of a structure of composition C24H19BrN2NiS4.

Last column: natural (NBO) charge in e.
Element x y z (Å)
Ni 7.823 9.387 11.554  0.50
S 7.401 12.514 9.973  0.17
C 7.571 11.175 8.792  -0.27
C 6.502 11.107 7.886  -0.18
C 6.454 10.061 6.948  -0.23
C 7.445 9.100 6.939  -0.17
C 8.462 9.096 7.919  -0.28
C 8.513 10.113 8.860  -0.03
S 9.565 9.955 10.390  0.27
C 10.210 8.253 10.188  -0.55
C 9.281 7.188 10.592  0.14
C 9.381 5.874 10.167  -0.25
C 8.420 4.929 10.539  -0.32
C 7.419 5.301 11.412  -0.20
C 7.324 6.653 11.820  0.09
C 6.210 7.155 12.729  -0.49
S 5.737 8.820 11.934  0.24
C 5.073 10.090 12.930  -0.19
C 4.165 9.853 13.961  -0.22
C 3.843 10.903 14.841  -0.18
C 4.236 12.224 14.525  -0.23
C 5.120 12.448 13.477  -0.18
C 5.563 11.356 12.676  -0.19
S 7.149 11.456 11.748  0.10
N 8.166 7.556 11.278  -0.70
H 5.831 11.958 7.963  0.23
H 5.606 9.982 6.247  0.22
H 7.441 8.301 6.198  0.22
H 9.220 8.294 7.931  0.23
H 11.075 8.308 10.854  0.25
H 10.586 8.100 9.182  0.23
H 10.176 5.590 9.531  0.20
H 8.604 3.913 10.171  0.21
H 6.718 4.609 11.869  0.20
H 6.599 7.352 13.730  0.22
H 5.335 6.453 12.773  0.23
H 3.724 8.875 14.056  0.22
H 3.213 10.675 15.706  0.22
H 3.871 13.036 15.163  0.22
H 5.541 13.435 13.242  0.23
Br 11.029 12.096 14.057  0.03
C 10.351 10.753 15.302  0.20
C 9.887 11.265 16.541  -0.29
C 9.602 10.365 17.525  -0.15
C 9.525 8.965 17.207  -0.27
C 9.991 8.596 15.944  0.03
N 10.446 9.477 14.997  -0.44
H 9.885 12.328 16.715  0.24
H 9.321 10.715 18.517  0.22
H 9.155 8.136 17.785  0.23
H 10.029 7.534 15.627  0.21

Computed properties:
⟨S²⟩ ... 2.02
E ... -182600.252 eV
HOMO energy (alpha / beta) ... -3.9 / -7.7 eV
Spin multiplicity ... 3

---

5.
The following is a DFT calculation (ωB97M-V/def2-TZVPD) of a cluster of 2 separate species, C3H2IN in total.

Last column: natural (NBO) charge in e.
Element x y z (Å)
C -0.486 -0.272 1.727  0.04
C -0.610 0.574 0.746  -0.08
C 0.376 -0.442 -1.503  -0.35
N -0.270 -1.039 2.598  -0.20
I 1.088 0.987 -2.752  0.26
H -1.298 1.235 0.283  0.22
H 1.200 -1.043 -1.099  0.13

Computed properties:
Energy relative to the best compared isomer or geometry (same formula, charge and spin) ... 6.532 eV
E ... -12725.947 eV
HOMO energy (alpha / beta) ... -9.0 / -9.1 eV

---

6.
The following is a DFT calculation (ωB97M-V/def2-TZVPD) of a structure of composition C34H28AsCl3N6STc.

Last column: Löwdin spin population.
Element x y z (Å)
Tc 0.048 -0.179 0.178  1.68
C 3.755 -1.946 1.511  0.00
C 2.454 -1.493 1.450  0.02
N 2.072 -0.590 0.523  0.02
C 2.985 -0.107 -0.350  0.01
C 4.312 -0.510 -0.359  0.00
C 4.683 -1.466 0.599  0.02
C 5.215 -0.026 -1.405  0.00
C 6.512 0.287 -1.306  0.00
C 7.415 0.381 -0.142  0.00
C 7.031 0.437 1.186  0.00
C 8.045 0.528 2.130  0.00
N 9.321 0.555 1.791  0.00
C 9.577 0.508 0.492  0.00
N 8.694 0.430 -0.496  0.00
H 4.030 -2.681 2.253  0.00
H 1.695 -1.858 2.130  0.00
H 2.638 0.635 -1.060  0.00
H 5.700 -1.832 0.617  0.00
H 4.772 0.023 -2.393  0.00
H 7.028 0.516 -2.233  0.00
H 5.997 0.448 1.499  0.00
H 7.825 0.582 3.190  0.00
H 10.620 0.541 0.206  0.00
Cl 0.359 -0.717 5.555  0.01
C -1.142 -0.529 4.673  0.00
Cl -1.960 1.001 5.056  0.00
Cl -2.212 -1.912 4.827  0.00
C -0.775 -0.405 3.227  0.05
N -0.492 -0.309 2.110  0.00
C -5.783 -1.533 2.227  0.00
C -5.590 -2.399 1.158  0.00
C -4.554 -2.181 0.259  0.00
C -3.710 -1.091 0.456  0.01
C -3.895 -0.221 1.532  0.00
C -4.941 -0.443 2.414  0.00
As -2.314 -0.698 -0.782  0.03
C -2.117 -2.214 -1.972  0.07
C -1.631 -3.464 -1.697  0.03
C -1.622 -4.433 -2.721  0.17
C -2.090 -4.139 -4.002  0.00
C -2.585 -2.884 -4.286  0.10
C -2.617 -1.891 -3.275  0.10
C -3.161 -0.584 -3.425  0.11
C -3.780 -0.086 -4.601  0.10
C -4.333 1.174 -4.605  0.00
C -4.283 1.963 -3.454  0.18
C -3.658 1.505 -2.275  0.03
C -3.105 0.255 -2.266  0.09
H -6.600 -1.706 2.916  0.00
H -6.253 -3.240 1.018  0.00
H -4.423 -2.857 -0.578  0.00
H -3.249 0.642 1.673  0.00
H -5.109 0.234 3.239  0.00
H -1.284 -3.747 -0.709  0.00
H -1.253 -5.426 -2.507  0.01
H -2.069 -4.903 -4.765  0.00
H -2.954 -2.666 -5.277  0.00
H -3.835 -0.700 -5.489  0.00
H -4.818 1.558 -5.491  0.00
H -4.740 2.943 -3.465  0.01
H -3.655 2.143 -1.399  0.00
S 0.266 2.060 -0.404  0.09
C -0.438 3.260 0.662  0.02
N -0.380 4.528 0.323  0.02
C -0.962 5.401 1.358  0.00
C -1.372 4.385 2.450  0.00
N -1.026 3.086 1.830  0.00
H 0.027 4.861 -0.540  0.00
H -1.811 5.945 0.946  0.00
H -0.212 6.113 1.701  0.00
H -2.437 4.418 2.672  0.00
H -0.804 4.516 3.371  0.00
H -1.041 2.207 2.322  0.00

Computed properties:
⟨S²⟩ ... 3.81
Energy relative to the best compared isomer or geometry (same formula, charge and spin) ... 1.591 eV
Total charge ... +4
E ... -156050.556 eV
HOMO energy (alpha / beta) ... -16.7 / -16.7 eV
Spin multiplicity ... 4

---

- What is the E in the sixth record?
  -156050.556 eV

---

- What is the formula in the second record?
  C12H27ClIO2P2Tc

---

- What is the formula in the sixth record?
  C34H28AsCl3N6STc